The following is a quantum chemistry calculation of the molecule C5H9NO, from the OMol25 dataset.

CARTESIAN COORDINATES (ANGSTROEM)
H  2.141  2.340  -0.246
N  2.321  1.360  -0.364
C  1.385  0.527  -0.110
C  2.012  -0.822  0.030
O  0.093  0.881  0.002
C  -0.865  -0.070  0.404
C  -1.812  -0.606  -0.625
C  -2.270  0.426  0.376
H  2.328  -1.013  1.061
H  1.455  -1.706  -0.337
H  2.926  -0.275  -0.423
H  -0.531  -0.713  1.213
H  -1.666  -0.274  -1.648
H  -2.164  -1.629  -0.520
H  -2.411  1.439  0.008
H  -2.941  0.134  1.178

## Properties
frontier orbital gap	10.6	eV
SMILES	[H]/N=C(/C)OC1CC1
total charge	0
highest occupied orbital energy	-9.53	eV

***

The following is a quantum chemistry calculation of the molecule C5H9NO, from the OMol25 dataset.

CARTESIAN COORDINATES (ANGSTROEM)
C  0.723  1.505  1.346
C  -0.121  0.448  0.628
C  -0.364  -0.704  1.514
N  -0.543  -1.624  2.194
C  0.526  -0.020  -0.686
C  -0.281  -1.098  -1.390
O  -1.583  -0.585  -1.604
H  0.882  2.364  0.686
H  1.700  1.098  1.625
H  0.225  1.858  2.253
H  -1.105  0.862  0.381
H  0.616  0.853  -1.344
H  1.538  -0.398  -0.495
H  -0.304  -2.003  -0.763
H  0.205  -1.362  -2.342
H  -2.165  -1.318  -1.835

## Properties
frontier orbital gap	11.6	eV
SMILES	C[C@H](C#N)CCO
total charge	0
highest occupied orbital energy	-10.71	eV

***

The following is a quantum chemistry calculation of the molecule C5H9NO, from the OMol25 dataset.

CARTESIAN COORDINATES (ANGSTROEM)
C  1.333  1.276  -0.753
C  -0.007  0.569  -0.708
C  -0.020  -0.903  -1.226
C  -0.418  -1.316  0.202
C  -0.605  0.083  0.610
N  -0.942  0.622  1.715
O  -1.563  -0.392  2.486
H  1.580  1.535  -1.790
H  2.138  0.633  -0.374
H  1.315  2.193  -0.161
H  -0.794  1.168  -1.164
H  -0.749  -1.049  -2.043
H  0.930  -1.323  -1.575
H  0.466  -0.900  0.971
H  -0.999  -2.214  0.458
H  -1.664  0.017  3.353

## Properties
frontier orbital gap	9.7	eV
SMILES	C[C@H]1CC/C1=N\O
total charge	0
highest occupied orbital energy	-8.69	eV

***

The following is a quantum chemistry calculation of a cluster of 2 separate species, C5H9NO in total, from the OMol25 dataset.

CARTESIAN COORDINATES (ANGSTROEM)
C  -1.491  1.682  0.149
N  -0.732  0.521  -0.293
C  -0.987  -0.787  0.096
C  0.081  -1.792  -0.423
O  -1.980  -1.111  0.694
H  -2.295  1.287  0.694
H  -0.850  2.193  0.824
H  -1.772  2.385  -0.715
H  -0.053  0.820  -0.979
H  1.093  -1.222  -0.581
H  -0.095  -2.372  -1.416
H  0.137  -2.571  0.337
C  2.138  0.049  0.958
C  2.209  0.474  -0.160
H  2.304  -0.609  1.918
H  2.292  1.053  -1.103

## Properties
frontier orbital gap	10.1	eV
SMILES	CNC(C)=O.C#C
total charge	0
highest occupied orbital energy	-9.25	eV

***

The following is a quantum chemistry calculation of the molecule C5H9NO, from the OMol25 dataset.

CARTESIAN COORDINATES (ANGSTROEM)
C  -1.124  0.161  -1.327
C  -0.961  0.204  0.189
C  -0.421  1.570  0.657
O  -0.853  2.695  0.710
N  0.795  1.013  0.961
C  0.363  -0.374  0.775
C  1.252  -1.248  -0.086
H  -2.055  0.656  -1.624
H  -1.139  -0.865  -1.711
H  -0.307  0.699  -1.819
H  -1.863  -0.136  0.709
H  1.622  1.405  1.388
H  0.182  -0.864  1.741
H  1.453  -0.786  -1.057
H  0.776  -2.220  -0.255
H  2.211  -1.425  0.414

## Properties
frontier orbital gap	10.5	eV
SMILES	C[C@@H]1C(=O)N[C@@H]1C
total charge	0
highest occupied orbital energy	-9.62	eV

***

The following is a quantum chemistry calculation of the molecule C5H9NO, from the OMol25 dataset.

CARTESIAN COORDINATES (ANGSTROEM)
C  1.342  -1.402  0.949
C  0.679  -0.538  -0.173
C  1.622  0.530  -0.562
N  2.309  1.413  -0.853
C  -0.773  0.045  0.405
C  -1.904  1.060  -0.369
O  -1.190  0.804  -1.570
H  0.684  -2.234  1.222
H  1.535  -0.810  1.849
H  2.305  -1.842  0.641
H  0.573  -1.192  -1.051
H  -1.305  -0.883  0.556
H  -0.464  0.562  1.294
H  -1.946  2.167  -0.139
H  -3.002  0.895  -0.645
H  -0.465  1.426  -1.554

## Properties
frontier orbital gap	10.4	eV
SMILES	C[C@H](C#N)CCO
total charge	0
highest occupied orbital energy	-9.51	eV

***

The following is a quantum chemistry calculation of a structure of composition C5H9NO, from the OMol25 dataset.

CARTESIAN COORDINATES (ANGSTROEM)
C  1.134  0.206  -1.710
N  0.817  -0.547  -0.517
C  1.282  -0.393  0.731
C  -0.372  -1.148  -0.150
C  -1.409  -0.486  0.631
O  -2.422  -1.095  0.948
C  -1.286  0.996  0.990
H  2.213  0.192  -1.891
H  0.795  1.248  -1.617
H  0.610  -0.259  -2.551
H  1.524  -1.272  1.318
H  1.607  0.586  1.098
H  -0.635  -2.125  -0.561
H  -2.263  1.450  0.805
H  -1.069  1.111  2.057
H  -0.524  1.536  0.418

## Properties
frontier orbital gap (alpha / beta)	8.6 / 8.6	eV
total charge	0
highest occupied orbital energy (alpha / beta)	-8.48 / -8.48	eV

***

The following is a quantum chemistry calculation of a structure of composition C5H9NO, from the OMol25 dataset.

CARTESIAN COORDINATES (ANGSTROEM)
C  2.804  -0.030  0.703
O  1.827  0.396  -0.252
C  0.574  -0.195  -0.172
C  -1.327  0.185  0.191
C  -2.257  1.001  -0.745
C  -1.482  -1.241  -0.017
N  -1.196  -2.337  -0.273
H  3.797  0.233  0.315
H  2.805  -1.118  0.880
H  2.654  0.480  1.656
H  0.595  -0.934  0.618
H  0.327  -0.500  -1.180
H  -1.582  0.425  1.235
H  -3.327  0.805  -0.547
H  -2.121  2.078  -0.616
H  -2.092  0.753  -1.797

## Properties
frontier orbital gap	10.3	eV
total charge	0
highest occupied orbital energy	-9.55	eV

***

The following is a quantum chemistry calculation of the molecule C5H9NO, from the OMol25 dataset.

CARTESIAN COORDINATES (ANGSTROEM)
C  -1.617  -0.755  1.004
C  -0.180  -0.755  0.484
C  0.142  0.633  -0.070
O  0.229  1.600  0.958
C  1.384  0.746  -0.978
C  1.201  -0.181  -2.097
N  0.877  -0.927  -2.920
H  -2.299  -0.492  0.187
H  -1.920  -1.730  1.395
H  -1.749  -0.005  1.791
H  -0.067  -1.514  -0.299
H  0.530  -1.024  1.283
H  -0.701  0.917  -0.713
H  0.433  1.143  1.783
H  2.325  0.575  -0.444
H  1.412  1.770  -1.365

## Properties
frontier orbital gap	11.6	eV
SMILES	CC[C@@H](O)CC#N
total charge	0
highest occupied orbital energy	-10.82	eV

***

The following is a quantum chemistry calculation of the molecule C5H9NO, from the OMol25 dataset.

CARTESIAN COORDINATES (ANGSTROEM)
C  0.520  1.478  -0.243
C  0.742  0.277  0.694
C  1.612  -0.505  -0.279
O  2.779  -0.627  -0.523
N  0.433  -0.983  -0.928
C  -0.344  -0.756  0.316
C  -1.793  -0.320  0.254
H  1.424  2.120  -0.198
H  -0.320  2.114  0.067
H  0.290  0.746  -1.214
H  1.015  0.391  1.751
H  0.342  -1.770  -1.551
H  -0.232  -1.657  0.917
H  -1.922  0.597  -0.324
H  -2.153  -0.129  1.273
H  -2.423  -1.101  -0.181

## Properties
frontier orbital gap	10.3	eV
SMILES	C[C@@H]1C(=O)N[C@@H]1C
total charge	0
highest occupied orbital energy	-9.43	eV

***

The following is a quantum chemistry calculation of a cluster of 2 separate species, C5H9NO in total, from the OMol25 dataset.

CARTESIAN COORDINATES (ANGSTROEM)
C  -1.177  1.722  -0.226
C  -0.468  0.552  0.377
C  0.820  0.393  0.800
C  1.020  -0.985  1.120
C  -0.149  -1.621  0.873
N  -1.049  -0.673  0.442
H  -2.151  1.470  -0.644
H  -1.300  2.560  0.464
H  -0.571  2.138  -1.021
H  1.610  1.123  0.788
H  1.965  -1.362  1.459
H  -0.507  -2.637  0.945
H  -1.979  -0.946  0.176
O  1.120  0.257  -2.444
H  1.488  -0.642  -2.518
H  0.962  0.346  -1.491

## Properties
frontier orbital gap	9.3	eV
SMILES	Cc1ccc[nH]1.O
total charge	0
highest occupied orbital energy	-8.40	eV

***

The following is a quantum chemistry calculation of the molecule C5H9NO, from the OMol25 dataset.

CARTESIAN COORDINATES (ANGSTROEM)
C  0.822  -1.337  0.902
C  -0.505  -0.712  1.267
N  -0.649  0.671  1.639
C  -1.319  0.229  0.388
C  -0.862  0.336  -0.970
C  0.284  1.199  -1.244
O  0.995  0.880  -2.410
H  0.667  -2.285  0.376
H  1.375  -1.555  1.823
H  1.448  -0.700  0.271
H  -1.141  -1.381  1.847
H  0.211  1.175  1.429
H  -2.391  0.098  0.521
H  0.394  0.312  -2.915
H  -0.305  2.148  -1.355
H  1.027  1.420  -0.459

## Properties
frontier orbital gap	8.6	eV
total charge	0
highest occupied orbital energy	-8.62	eV

***

The following is a quantum chemistry calculation of a structure of composition C5H9NO, from the OMol25 dataset.

CARTESIAN COORDINATES (ANGSTROEM)
C  -1.684  -0.118  0.071
C  -0.676  1.260  0.001
C  0.705  0.773  -0.321
C  1.959  -0.798  -0.032
C  0.403  -0.610  0.070
H  -1.881  -0.270  1.249
H  -2.687  -0.004  -0.369
H  -0.741  1.851  1.078
H  -1.217  2.053  -0.552
H  0.706  1.277  -1.341
H  2.232  -1.494  0.758
H  2.336  -0.836  -1.099
H  0.347  -0.549  1.246
H  -1.036  -1.900  -0.895
N  -0.783  -1.275  -0.094
O  2.018  0.639  0.230

## Properties
frontier orbital gap	9.7	eV
total charge	0
highest occupied orbital energy	-8.70	eV

***

The following is a quantum chemistry calculation of a cluster of 2 separate species, C5H9NO in total, from the OMol25 dataset.

CARTESIAN COORDINATES (ANGSTROEM)
C  -0.159  2.293  -0.160
C  -0.024  0.006  -0.980
C  0.782  -1.280  -1.199
C  0.333  -1.724  0.242
C  -0.171  -0.297  0.358
N  -0.246  0.625  1.295
O  -0.804  0.214  2.500
H  -0.363  2.486  -1.209
H  0.868  2.459  0.141
H  -0.893  2.735  0.504
H  -0.748  0.428  -1.663
H  0.465  -1.930  -2.021
H  1.865  -1.129  -1.259
H  1.103  -2.034  0.956
H  -0.452  -2.484  0.189
H  -1.555  -0.369  2.306

## Properties
frontier orbital gap (alpha / beta)	7.8 / 8.1	eV
total charge	0
highest occupied orbital energy (alpha / beta)	-7.86 / -7.84	eV

***

The following is a quantum chemistry calculation of a cluster of 2 separate species, C5H9NO in total, from the OMol25 dataset.

CARTESIAN COORDINATES (ANGSTROEM)
C  0.066  1.172  -1.127
C  0.134  0.182  -0.249
C  0.149  -1.272  -0.605
O  -1.180  -1.716  -0.390
C  0.219  0.460  1.230
C  1.691  0.401  1.161
N  2.835  0.339  1.009
H  -0.027  2.208  -0.801
H  0.119  0.982  -2.189
H  0.467  -1.375  -1.648
H  0.858  -1.841  0.021
H  -1.172  -2.672  -0.281
H  -0.207  -0.308  1.896
H  -0.101  1.455  1.563
H  -1.988  0.933  0.567
H  -1.862  1.050  -0.156

## Properties
frontier orbital gap	10.3	eV
SMILES	C=C(CO)CC#N.[H][H]
total charge	0
highest occupied orbital energy	-9.69	eV

***

The following is a quantum chemistry calculation of a cluster of 2 separate species, C5H9NO in total, from the OMol25 dataset.

CARTESIAN COORDINATES (ANGSTROEM)
C  -0.227  0.268  2.034
N  -0.771  0.365  0.709
C  -0.405  -0.383  -0.228
C  -1.042  -0.242  -1.578
O  0.492  -1.404  -0.090
H  0.441  -0.585  2.177
H  0.318  1.189  2.243
H  -1.063  0.203  2.731
H  -1.701  0.619  -1.577
H  -1.630  -1.132  -1.804
H  -0.282  -0.116  -2.347
H  0.571  -1.891  -0.918
C  2.283  1.083  -0.750
C  1.266  1.709  -0.711
H  3.134  0.469  -0.745
H  0.417  2.324  -0.686

## Properties
frontier orbital gap	10.2	eV
SMILES	C/N=C(/C)O.C#C
total charge	0
highest occupied orbital energy	-9.46	eV

***

The following is a quantum chemistry calculation of the molecule C5H9NO, from the OMol25 dataset.

CARTESIAN COORDINATES (ANGSTROEM)
C  0.996  1.055  1.190
C  0.705  -0.105  0.274
O  1.671  -0.150  -0.947
C  -0.399  -0.237  -0.697
C  -1.214  -1.512  -0.580
C  -1.466  1.037  -0.138
N  -2.235  1.872  0.051
H  2.025  0.996  1.545
H  0.880  2.010  0.679
H  0.342  0.994  2.057
H  0.906  -1.046  0.800
H  2.378  0.494  -0.822
H  -0.322  0.061  -1.744
H  -0.680  -2.338  -1.046
H  -1.419  -1.749  0.462
H  -2.170  -1.382  -1.083

## Properties
frontier orbital gap	11.3	eV
SMILES	C[C@H](O)[C@@H](C)C#N
total charge	0
highest occupied orbital energy	-10.53	eV

***

The following is a quantum chemistry calculation of the molecule C5H9NO, from the OMol25 dataset.

CARTESIAN COORDINATES (ANGSTROEM)
O  -0.754  -0.328  -1.482
C  -0.872  -0.027  -0.074
C  -0.114  -1.155  0.651
C  1.448  -0.735  0.278
N  1.458  0.626  -0.313
C  0.159  1.039  0.211
C  -1.279  1.474  -0.054
H  -1.550  -0.893  -1.749
H  -0.268  -1.029  1.730
H  -0.395  -2.157  0.274
H  1.880  -1.507  -0.426
H  2.020  -0.691  1.227
H  1.299  0.501  -1.298
H  0.323  1.077  1.271
H  -1.713  1.700  -1.049
H  -1.644  2.106  0.803

## Properties
frontier orbital gap	9.3	eV
SMILES	O[C@@]12CCN[C@H]1C2
total charge	0
highest occupied orbital energy	-8.51	eV

***

The following is a quantum chemistry calculation of the molecule C5H9NO, from the OMol25 dataset.

CARTESIAN COORDINATES (ANGSTROEM)
O  -1.069  1.674  -2.307
C  -1.409  0.887  -1.459
N  -0.641  0.085  -0.658
C  0.652  -0.486  -0.938
C  1.231  -0.910  0.432
C  0.514  0.125  1.321
C  -0.908  0.152  0.800
H  -2.464  0.886  -1.123
H  0.725  -1.322  -1.638
H  1.362  0.251  -1.338
H  0.805  -1.877  0.706
H  2.301  -0.797  0.552
H  0.923  1.098  1.052
H  0.822  -0.018  2.351
H  -1.450  1.027  1.123
H  -1.396  -0.775  1.126

## Properties
frontier orbital gap	10.1	eV
SMILES	O=CN1CCCC1
total charge	0
highest occupied orbital energy	-9.20	eV

***

The following is a quantum chemistry calculation of the molecule C5H9NO, from the OMol25 dataset.

CARTESIAN COORDINATES (ANGSTROEM)
O  -0.160  1.474  -2.421
C  0.391  0.447  -2.023
N  0.565  0.308  -0.661
C  -0.428  1.191  0.127
C  -0.562  0.322  1.349
C  -0.471  -1.129  0.791
C  0.847  -0.975  0.014
H  0.876  -0.160  -2.793
H  0.096  2.156  0.130
H  -1.359  1.296  -0.438
H  -1.390  0.436  2.039
H  0.371  0.404  1.932
H  -1.364  -1.539  0.257
H  -0.304  -1.851  1.605
H  1.267  -1.750  -0.645
H  1.624  -0.628  0.738

## Properties
frontier orbital gap	10.2	eV
SMILES	O=CN1CCCC1
total charge	0
highest occupied orbital energy	-9.20	eV